No. 1
Density functional theory data (ωB97M-V/def2-TZVPD) for a structure of composition C22H19N5O6RbS2.

E_LUMO: 1.821 eV
charge: -1
gap between HOMO and LUMO: 7.73 eV
multiplicity: 1
energy relative to the best compared isomer or geometry (same formula, charge and spin): 27.8 kcal per mole

Atoms and positions in Å:
Rb 0.360 -0.676 -0.871
C 0.788 3.245 1.540
N 1.735 2.432 0.817
C 2.354 3.188 -0.243
C 3.067 2.337 -1.229
N 2.697 1.161 -1.632
C 3.593 0.787 -2.603
C 3.661 -0.371 -3.372
C 4.688 -0.455 -4.291
C 5.625 0.570 -4.456
C 5.571 1.727 -3.703
C 4.546 1.819 -2.778
N 4.181 2.795 -1.882
C -0.114 2.439 2.410
N -0.267 1.156 2.383
C -1.297 0.876 3.249
C -1.927 -0.327 3.543
C -2.982 -0.284 4.431
C -3.385 0.900 5.050
C -2.776 2.108 4.769
C -1.747 2.079 3.842
N -0.967 3.068 3.288
H 0.133 3.828 0.854
H 1.351 3.961 2.158
H 1.254 1.606 0.459
H 3.064 3.893 0.216
H 1.609 3.790 -0.807
H 2.928 -1.156 -3.248
H 4.775 -1.336 -4.910
H 6.407 0.456 -5.194
H 6.293 2.521 -3.835
H 4.645 3.676 -1.735
H -1.630 -1.220 3.021
H -3.521 -1.193 4.647
H -4.206 0.876 5.754
H -3.106 3.027 5.235
H -1.019 4.054 3.480
O -1.300 -1.252 0.803
S -2.424 -0.912 -0.065
O -3.568 -0.367 0.661
O -2.031 -0.061 -1.185
C -2.938 -2.569 -0.612
C -4.124 -2.992 -0.026
C -4.522 -4.317 -0.080
C -3.729 -5.239 -0.744
C -2.558 -4.812 -1.347
C -2.145 -3.489 -1.276
S -0.521 -3.206 -2.054
O -0.300 -4.384 -2.887
O -0.561 -1.975 -2.833
O 0.427 -3.126 -0.940
H -4.717 -2.249 0.487
H -5.435 -4.631 0.410
H -4.015 -6.282 -0.783
H -1.919 -5.495 -1.884

No. 2
Density functional theory data (ωB97M-V/def2-TZVPD) for a cluster of 2 separate species, C5H10O2 in total.

E_LUMO: 0.572 eV
gap between HOMO and LUMO: 9.63 eV
multiplicity: 1
energy relative to the best compared isomer or geometry (same formula, charge and spin): 89.5 kcal per mole

Atoms and positions in Å:
C 2.270 -0.092 0.813
C 1.328 0.618 0.207
C -0.017 0.049 -0.128
C -1.113 0.476 0.446
O -1.211 1.407 1.486
C -2.498 -0.107 0.525
H 3.291 0.177 0.831
H 2.030 -1.182 1.068
H 1.413 1.615 -0.152
H -0.023 -0.962 -0.835
H -0.354 2.005 1.608
H -2.707 -1.154 0.165
H -3.137 0.609 0.170
H -2.939 -0.043 1.637
H 0.377 -1.619 -2.680
H 1.475 -2.014 -1.980
O 1.305 -1.794 -2.862